(1)
A cluster of 2 separate species, C13H24N4O5S in total. Source: the Open Molecules 2025 dataset; level of theory: ωB97M-V/def2-TZVPD.

Bonds (Å) are listed after each position.
Cartesian coordinates (Å):
1 S -3.031 1.645 2.038  C18 1.837, C19 1.836
2 O -0.224 -1.904 0.226  C20 1.220
3 O 0.711 3.096 -0.616  C13 1.233
4 O 2.940 -2.273 0.938  C12 1.225
5 O 2.134 -0.182 -3.938  C15 1.223
6 O 0.828 -1.111 2.079  C20 1.359, H36 0.985
7 N -2.123 3.025 -0.431  C16 1.489, H28 1.023, H30 1.023
8 N 2.800 -0.517 -0.406  C11 1.468, C12 1.334, H37 1.009
9 N -0.462 1.334 1.809  C19 1.466, C23 1.484, H39 1.024
10 N 0.799 -1.044 -2.367  C15 1.338, C21 1.461, H38 1.011
11 C 2.847 0.188 -1.693  N8 1.468, C15 1.536, H29 1.090, H40 1.090
12 C 3.178 -1.771 -0.154  O4 1.225, N8 1.334, C22 1.515
13 C 0.203 3.626 0.374  O3 1.233, C16 1.546, H47 1.085
14 C -3.376 -0.674 0.591  C18 1.534, H25 1.094, H44 1.095, H45 1.094
15 C 1.870 -0.342 -2.754  O5 1.223, N10 1.338, C11 1.536
16 C -1.291 3.445 0.730  N7 1.489, C13 1.546, C19 1.549, H31 1.094
17 C -2.433 -0.872 2.912  C18 1.538, H26 1.095, H34 1.094, H43 1.095
18 C -2.431 -0.040 1.619  S1 1.837, C14 1.534, C17 1.538, C23 1.543
19 C -1.391 2.463 1.924  S1 1.836, N9 1.466, C16 1.549, H33 1.097
20 C -0.109 -1.057 1.097  O2 1.220, O6 1.359, C23 1.546
21 C -0.166 -1.644 -3.285  N10 1.461, H27 1.092, H35 1.091, H41 1.092
22 C 3.888 -2.580 -1.220  C12 1.515, H24 1.088, H32 1.088, H42 1.089
23 C -1.018 0.192 1.043  N9 1.484, C18 1.543, C20 1.546, H46 1.095
24 H 3.221 -2.746 -2.063  C22 1.088
25 H -3.027 -1.671 0.304  C14 1.094
26 H -2.158 -1.913 2.712  C17 1.095
27 H -0.594 -0.873 -3.928  C21 1.092
28 H -1.600 2.377 -1.025  N7 1.023
29 H 3.856 0.143 -2.103  C11 1.090
30 H -2.995 2.597 -0.109  N7 1.023
31 H -1.673 4.412 1.071  C16 1.094
32 H 4.778 -2.048 -1.550  C22 1.088
33 H -1.189 3.024 2.844  C19 1.097
34 H -1.728 -0.458 3.640  C17 1.094
35 H -0.963 -2.131 -2.721  C21 1.091
36 H 1.455 -1.828 1.829  O6 0.985
37 H 2.389 -0.022 0.371  N8 1.009
38 H 0.666 -1.211 -1.378  N10 1.011
39 H -0.175 1.009 2.737  N9 1.024
40 H 2.599 1.235 -1.519  C11 1.090
41 H 0.336 -2.384 -3.911  C21 1.092
42 H 4.178 -3.541 -0.798  C22 1.089
43 H -3.431 -0.864 3.363  C17 1.095
44 H -4.384 -0.765 1.007  C14 1.095
45 H -3.433 -0.053 -0.309  C14 1.094
46 H -1.102 0.488 -0.007  C23 1.095
47 H 0.830 4.221 1.030  C13 1.085

Properties
SMILES	CC1(C)S[C@H]([C@H](N)C=O)N[C@H]1C(=O)O.CNC(=O)CNC(C)=O
Kohn-Sham gap	0.3506	hartree

Results of the Löwdin charge analysis, in e, for atoms 1 through 5: number 1, S, carries 0.990; number 2, O, carries 0.080; number 3, O, carries 0.026; number 4, O, carries 0.024; number 5, O, carries 0.044

(2)
A cluster of 3 separate species, C5H11NO in total. Source: the Open Molecules 2025 dataset; level of theory: ωB97M-V/def2-TZVPD.

Bonds (Å) are listed after each position.
Cartesian coordinates (Å):
1 O -0.431 1.549 -0.586  C7 1.247
2 N 0.780 -0.672 -0.254  C3 1.449, C6 1.454, H11 1.012
3 C 0.776 -2.097 -0.517  N2 1.449, H10 1.090, H14 1.095, H16 1.098
4 C -1.234 -0.034 0.588  H9 1.081, H17 1.081, H18 1.079
5 C -2.280 3.178 -0.564  C7 1.220, H13 1.060
6 C 1.821 -0.190 0.638  N2 1.454, H8 1.098, H12 1.094, H15 1.088
7 C -1.334 2.409 -0.616  O1 1.247, C5 1.220
8 H 2.829 -0.432 0.274  C6 1.098
9 H -0.859 -0.756 1.300  C4 1.081
10 H -0.002 -2.337 -1.242  C3 1.090
11 H 0.691 -0.093 -1.079  N2 1.012
12 H 1.699 -0.648 1.624  C6 1.094
13 H -3.034 3.921 -0.601  C5 1.060
14 H 0.562 -2.640 0.409  C3 1.095
15 H 1.720 0.889 0.736  C6 1.088
16 H 1.739 -2.461 -0.902  C3 1.098
17 H -1.654 0.855 1.036  C4 1.081
18 H -1.789 -0.442 -0.243  C4 1.079

Properties
energy relative to the best compared isomer or geometry (same formula, charge and spin)	147.5	kcal/mol
Kohn-Sham gap (alpha / beta)	0.2711 / 0.2711	hartree

Results of the Löwdin charge analysis, in e, for atoms 1 through 5: number 1, O, carries -0.143; number 2, N, carries -0.230; number 3, C, carries -0.105; number 4, C, carries 0.218; number 5, C, carries 0.066

(3)
The molecule C18H24ClN3O5S. Source: the Open Molecules 2025 dataset; level of theory: ωB97M-V/def2-TZVPD.

Bonds (Å) are listed after each position.
Cartesian coordinates (Å):
1 Cl -5.350 -0.759 -0.448  C15 1.709
2 S -3.477 1.223 1.205  O3 1.442, O6 1.436, C13 1.830, C22 1.801
3 O -2.385 1.798 1.951  S2 1.442
4 O 0.200 -5.587 -0.660  C25 1.207
5 O -2.054 0.572 -1.717  C26 1.222
6 O -4.742 1.120 1.877  S2 1.436
7 O 0.082 -2.419 0.965  C16 1.414, C28 1.363
8 N -0.196 1.812 -1.502  C17 1.443, C26 1.345, C27 1.449
9 N -1.476 -4.080 -0.608  C11 1.391, C25 1.359, H32 1.012
10 N 2.291 1.349 -0.217  C18 1.454, C21 1.453, C23 1.454
11 C -2.009 -2.884 -0.136  N9 1.391, C14 1.387, C28 1.402
12 C -2.334 2.737 -0.731  C13 1.513, C26 1.527, H36 1.090, H49 1.093
13 C -3.693 2.217 -0.317  S2 1.830, C12 1.513, H31 1.087, H40 1.086
14 C -3.297 -2.490 -0.464  C11 1.387, C15 1.387, H44 1.078
15 C -3.766 -1.255 -0.041  Cl1 1.709, C14 1.387, C22 1.383
16 C 0.349 -3.807 0.954  O7 1.414, C25 1.525, H48 1.092, H51 1.102
17 C 0.586 2.905 -0.977  N8 1.443, C21 1.530, H41 1.095, H46 1.087
18 C 1.518 0.244 -0.759  N10 1.454, C27 1.528, H42 1.103, H45 1.090
19 C 4.387 0.136 0.303  C20 1.524, C23 1.528, H33 1.091, H38 1.091
20 C 5.456 -0.041 1.373  C19 1.524, H30 1.088, H43 1.088, H47 1.087
21 C 1.399 2.408 0.221  N10 1.453, C17 1.530, H35 1.092, H50 1.105
22 C -2.947 -0.423 0.700  S2 1.801, C15 1.383, C24 1.381
23 C 3.194 0.925 0.841  N10 1.454, C19 1.528, H29 1.093, H39 1.104
24 C -1.675 -0.825 1.058  C22 1.381, C28 1.385, H34 1.078
25 C -0.284 -4.584 -0.195  O4 1.207, N9 1.359, C16 1.525
26 C -1.516 1.605 -1.348  O5 1.222, N8 1.345, C12 1.527
27 C 0.657 0.720 -1.929  N8 1.449, C18 1.528, H37 1.090, H52 1.094
28 C -1.194 -2.058 0.651  O7 1.363, C11 1.402, C24 1.385
29 H 3.574 1.830 1.324  C23 1.093
30 H 5.833 0.925 1.703  C20 1.088
31 H -4.384 3.010 -0.046  C13 1.087
32 H -1.986 -4.592 -1.317  N9 1.012
33 H 4.800 0.674 -0.551  C19 1.091
34 H -1.068 -0.158 1.648  C24 1.078
35 H 2.000 3.230 0.617  C21 1.092
36 H -1.840 3.113 0.165  C12 1.090
37 H 0.021 -0.088 -2.290  C27 1.090
38 H 4.064 -0.848 -0.041  C19 1.091
39 H 2.668 0.330 1.607  C23 1.104
40 H -4.128 1.568 -1.071  C13 1.086
41 H 1.279 3.230 -1.761  C17 1.095
42 H 0.868 -0.206 0.010  C18 1.103
43 H 5.048 -0.561 2.237  C20 1.088
44 H -3.923 -3.127 -1.068  C14 1.078
45 H 2.205 -0.522 -1.121  C18 1.090
46 H -0.041 3.747 -0.694  C17 1.087
47 H 6.290 -0.620 0.986  C20 1.087
48 H 1.435 -3.914 0.908  C16 1.092
49 H -2.432 3.545 -1.460  C12 1.093
50 H 0.703 2.069 1.010  C21 1.105
51 H -0.007 -4.267 1.891  C16 1.102
52 H 1.300 1.077 -2.739  C27 1.094

Properties
SMILES	CCCN1CCN(C(=O)CCS(=O)(=O)c2cc3c(cc2Cl)NC(=O)CO3)CC1
energy relative to the best compared isomer or geometry (same formula, charge and spin)	6.2	kcal/mol
Kohn-Sham gap	0.3394	hartree

Results of the Löwdin charge analysis, in e, for atoms 1 through 5: number 1, Cl, carries 0.783; number 2, S, carries 0.689; number 3, O, carries -0.317; number 4, O, carries 0.093; number 5, O, carries 0.051

(4)
A cluster of 12 separate species, F6H24NO10P in total. Source: the Open Molecules 2025 dataset; level of theory: ωB97M-V/def2-TZVPD.

Bonds (Å) are listed after each position.
Cartesian coordinates (Å):
1 P -1.254 -0.511 3.288  F2 1.629, F3 1.594, F4 1.630, F5 1.631, F6 1.649, F7 1.607
2 F 0.182 0.166 3.656  P1 1.629
3 F -2.663 -1.123 2.863  P1 1.594
4 F -1.851 0.990 3.072  P1 1.630
5 F -0.793 -0.551 1.724  P1 1.631
6 F -0.586 -2.011 3.438  P1 1.649
7 F -1.599 -0.543 4.858  P1 1.607
8 O 1.058 2.045 -2.336  H28 0.966, H39 0.965
9 O -0.331 -0.470 -4.326  H20 0.962, H35 0.969
10 O -2.803 -3.038 0.032  H23 0.966, H24 0.965
11 O 1.788 -1.255 -2.455  H29 0.964, H33 0.965
12 O -3.148 0.567 0.420  H26 0.962, H38 0.969
13 O 0.483 -2.940 -0.390  H34 0.964, H36 0.966
14 O 3.148 2.784 1.345  H22 0.961, H30 0.969
15 O 0.196 2.959 0.982  H19 0.966, H42 0.968
16 O 2.874 -0.175 0.811  H27 0.968, H31 0.962
17 O -2.014 -0.658 -1.597  H40 0.966, H41 0.977
18 N 0.314 0.310 -0.297  H21 1.045, H25 1.021, H32 1.029, H37 1.020
19 H 0.113 3.350 0.103  O15 0.966
20 H 0.228 -0.011 -4.959  O9 0.962
21 H 0.525 0.851 -1.166  N18 1.045
22 H 3.283 2.988 0.416  O14 0.961
23 H -2.637 -3.006 0.982  O10 0.966
24 H -2.150 -2.440 -0.351  O10 0.965
25 H 1.108 -0.322 -0.182  N18 1.021
26 H -2.865 1.410 0.053  O12 0.962
27 H 2.947 0.460 1.538  O16 0.968
28 H 1.754 2.442 -1.796  O8 0.966
29 H 2.504 -0.661 -2.205  O11 0.964
30 H 2.194 2.873 1.490  O14 0.969
31 H 3.765 -0.525 0.705  O16 0.962
32 H -0.539 -0.174 -0.606  N18 1.029
33 H 2.116 -2.136 -2.237  O11 0.965
34 H 1.288 -2.858 0.134  O13 0.964
35 H 0.185 -0.503 -3.506  O9 0.969
36 H -0.115 -3.467 0.155  O13 0.966
37 H 0.262 0.926 0.515  N18 1.020
38 H -2.617 0.465 1.223  O12 0.969
39 H 1.456 1.943 -3.210  O8 0.965
40 H -2.310 -0.653 -2.516  O17 0.966
41 H -2.827 -0.594 -1.059  O17 0.977
42 H -0.670 3.095 1.392  O15 0.968

Properties
Kohn-Sham gap	0.3558	hartree

Results of the Löwdin charge analysis, in e, for atoms 1 through 5: number 1, P, carries 0.167; number 2, F, carries -0.176; number 3, F, carries -0.126; number 4, F, carries -0.167; number 5, F, carries -0.192

For the records above, the corresponding E_tot values read -1503.2304, -326.8963, -2099.1719, -1762.3382 a.u..
For the records above, the corresponding strongest force on any atom values read 2.9, 0.8, 0.8, 2.6 eV/A.